Computed, not measured: C24H32AsO3PSSeSi2W as an isolated structure, with wB97M-V/def2-TZVPD.

The total energy is -7181.81438 Eh. The molar mass comes out at 825.45 g/mol. The calculation puts the orbital gap at 6.3 eV. The net charge is +2. Its HOMO energy is -13.887 eV.

```
66
Properties=species:S:1:pos:R:3:lowdin_charge:R:1
W 1.214 0.950 0.946 0.602
O 2.674 3.984 -1.096 -0.185
S 1.581 3.154 -0.763 0.570
O 1.751 1.678 -1.044 -0.469
O 1.232 3.068 0.714 -0.500
C 0.076 3.642 -1.488 -0.289
C 0.022 4.796 -2.244 -0.010
C -1.213 5.230 -2.712 -0.014
C -2.356 4.517 -2.396 -0.013
C -2.284 3.358 -1.625 -0.039
C -1.062 2.895 -1.161 -0.310
P -1.042 1.292 -0.272 1.014
C -1.243 0.076 -1.597 -0.382
C -1.724 -1.202 -1.302 -0.169
C -1.930 -2.112 -2.325 -0.069
C -1.619 -1.773 -3.638 -0.040
C -1.113 -0.518 -3.927 -0.038
C -0.938 0.414 -2.912 -0.057
C -2.555 1.329 0.711 -0.371
C -3.697 0.634 0.317 -0.081
C -4.873 0.775 1.041 -0.044
C -4.918 1.614 2.143 -0.038
C -3.789 2.332 2.520 -0.044
C -2.612 2.193 1.806 -0.131
H 0.930 5.348 -2.449 0.132
H -1.276 6.129 -3.309 0.128
H -3.321 4.858 -2.745 0.127
H -3.196 2.823 -1.392 0.121
H -1.988 -1.468 -0.282 0.102
H -2.363 -3.080 -2.111 0.111
H -1.788 -2.487 -4.433 0.121
H -0.869 -0.249 -4.946 0.121
H -0.565 1.398 -3.159 0.112
H -3.685 -0.011 -0.552 0.100
H -5.755 0.228 0.737 0.120
H -5.836 1.720 2.705 0.121
H -3.828 3.006 3.365 0.121
H -1.751 2.790 2.083 0.075
C -0.713 -4.207 0.452 -0.194
Si 1.089 -3.825 0.578 0.365
C 1.787 -4.203 2.252 -0.206
C 2.099 -4.345 -0.875 -0.197
As 1.173 -1.344 0.489 0.816
Si 3.270 -0.746 1.771 0.315
C 4.488 -1.718 0.754 -0.189
C 3.649 1.087 1.401 -0.264
C 3.295 -1.104 3.585 -0.189
H -0.822 -5.295 0.482 0.061
H -1.129 -3.862 -0.492 0.002
H -1.288 -3.792 1.280 0.050
H 1.709 -5.285 2.403 0.059
H 1.208 -3.723 3.042 0.045
H 2.838 -3.942 2.363 0.024
H 2.127 -5.439 -0.892 0.058
H 3.128 -3.989 -0.834 0.028
H 1.648 -4.008 -1.809 0.045
H 4.412 -1.520 -0.314 0.051
H 4.421 -2.790 0.929 0.030
H 5.475 -1.391 1.095 0.061
H 3.888 1.295 0.357 0.060
H 4.558 1.302 1.977 0.100
H 3.017 1.891 1.839 0.018
H 2.756 -2.015 3.847 0.029
H 2.877 -0.282 4.164 0.020
H 4.338 -1.240 3.884 0.060
Se 0.410 1.161 3.064 0.438
```

***

Computed, not measured: an isolated molecule of H4N2Si, with wB97M-V/def2-TZVPD.

The total energy is -401.26514 Eh. The molar mass comes out at 60.13 g/mol. The calculation puts the orbital gap (spin up / spin down) at 6.3 / 7.8 eV. The spin multiplicity is 3. Its HOMO energy (spin up / spin down) is -5.491 / -9.991 eV.

```
7
Properties=species:S:1:pos:R:3:lowdin_spin:R:1
N 2.085 -0.314 -0.271 0.978
N -1.103 -0.518 -0.207 0.187
Si 0.535 0.044 0.312 0.692
H 3.015 0.179 -0.276 0.029
H -1.314 -0.990 -1.114 0.001
H -1.844 0.117 0.107 0.004
H 0.351 0.356 1.786 0.109
```

***

Computed, not measured: C24H21F6N4O2OsS5 as an isolated structure, with wB97M-V/def2-TZVPD.

The total energy is -3977.21852 Eh. The molar mass comes out at 862.01 g/mol. The calculation puts the orbital gap (spin up / spin down) at 7.9 / 5.4 eV. The spin multiplicity is 5. The net charge is +1. Its HOMO energy (spin up / spin down) is -10.857 / -11.625 eV.

```
63
Properties=species:S:1:pos:R:3:lowdin_spin:R:1
Os 0.428 0.010 0.423 2.373
C 2.862 2.747 -0.260 0.002
C 1.851 2.900 0.807 0.025
N 0.852 2.085 1.021 0.028
C 0.076 2.453 2.100 0.006
C 0.503 3.592 2.718 -0.002
S 1.901 4.205 1.938 0.012
C -1.014 1.565 2.471 0.004
C -1.981 1.713 3.421 -0.001
S -3.008 0.338 3.452 0.008
C -2.090 -0.384 2.187 0.020
N -1.087 0.362 1.805 0.003
C -2.424 -1.705 1.615 0.005
H 2.401 2.344 -1.159 0.000
H 3.627 2.039 0.059 0.001
H 3.349 3.692 -0.484 0.000
H 0.107 4.080 3.586 0.000
H -2.138 2.529 4.097 0.000
H -3.162 -2.219 2.224 0.000
H -1.519 -2.310 1.541 0.004
H -2.823 -1.588 0.606 0.001
S -0.602 -1.816 -1.271 0.469
C 1.031 -1.804 -1.791 0.022
S 1.899 -0.368 -1.341 0.041
C 1.615 -2.850 -2.483 0.264
C 0.849 -3.981 -2.821 0.027
N 0.202 -4.893 -3.078 0.144
C 2.992 -2.870 -2.768 0.028
N 4.120 -2.892 -2.975 0.155
C 2.146 -3.519 2.703 0.004
C 1.910 -2.061 2.287 0.014
O 0.981 -1.922 1.309 0.152
C 3.268 -1.470 1.820 0.002
F 4.243 -1.565 2.716 0.001
F 3.691 -2.059 0.705 0.002
F 3.140 -0.149 1.514 0.018
C 1.433 -1.260 3.526 0.003
F 1.292 0.058 3.218 0.018
F 0.213 -1.659 3.900 0.000
F 2.218 -1.318 4.591 0.001
H 2.422 -4.105 1.829 0.000
H 1.230 -3.923 3.122 0.000
H 2.946 -3.573 3.438 0.001
C 3.023 1.969 -5.548 0.000
C 1.809 1.691 -4.724 0.001
C 1.467 2.529 -3.669 -0.001
C 0.354 2.274 -2.891 0.002
C -0.445 1.185 -3.190 0.004
C -0.125 0.329 -4.230 0.002
C 1.002 0.587 -4.987 0.000
S -1.851 0.845 -2.116 0.036
C -2.914 2.234 -2.666 0.014
O -1.353 1.291 -0.768 0.084
H 3.374 2.985 -5.385 0.000
H 2.815 1.834 -6.608 0.000
H 3.821 1.280 -5.273 0.000
H 2.083 3.389 -3.460 0.000
H 0.104 2.908 -2.050 0.000
H -0.754 -0.525 -4.438 0.000
H 1.259 -0.081 -5.793 0.000
H -2.383 3.175 -2.561 0.001
H -3.814 2.242 -2.059 0.000
H -3.170 2.045 -3.704 0.001
```

***

Computed, not measured: C21H46LuNO2P3 as an isolated structure, with wB97M-V/def2-TZVPD.

The total energy is -3291.57717 Eh. The molar mass comes out at 612.49 g/mol. The calculation puts the orbital gap (spin up / spin down) at 4.8 / 7.0 eV. The net charge is +3. Its HOMO energy (spin up / spin down) is -15.990 / -16.173 eV.

```
74
Properties=species:S:1:pos:R:3:lowdin_charge:R:1
Lu -2.310 0.972 0.166 1.510
P -3.013 -1.746 0.250 0.686
P 0.624 -0.753 1.896 0.779
P 2.769 -2.658 -2.367 0.987
H -2.500 3.379 -1.424 0.076
C -2.508 2.305 -1.532 -0.277
C -3.780 1.643 -1.293 -0.303
H -4.693 2.250 -1.116 0.087
C -4.641 -1.904 1.069 -0.266
C -2.033 -2.983 1.168 -0.301
C -3.322 -2.672 -1.295 -0.265
C 1.926 0.522 1.663 -0.308
C 0.137 -0.276 3.607 -0.294
C 1.780 -2.139 2.332 -0.267
C 1.881 -3.320 -3.809 -0.209
C 2.634 -3.866 -1.032 -0.212
C 4.520 -2.624 -2.877 -0.180
H -1.749 1.899 -2.214 0.061
H -4.055 0.769 -1.926 0.067
H -5.415 -1.438 0.448 0.058
H -4.617 -1.390 2.039 0.047
H -4.898 -2.962 1.234 0.072
H -1.815 -2.625 2.182 0.031
H -1.077 -3.157 0.657 0.020
H -2.579 -3.935 1.237 0.071
H -3.952 -2.077 -1.966 0.047
H -3.825 -3.628 -1.088 0.073
H -2.372 -2.876 -1.805 0.040
H 2.376 0.824 2.618 0.065
H 1.482 1.393 1.170 0.012
H 2.690 0.118 0.990 0.021
H 0.984 -0.432 4.286 0.058
H -0.707 -0.896 3.930 0.040
H -0.166 0.777 3.641 0.013
H 2.770 -1.971 1.890 0.040
H 1.378 -3.085 1.949 0.022
H 1.887 -2.225 3.421 0.055
H 2.213 -4.351 -4.023 0.087
H 2.127 -2.630 -4.641 0.074
H 0.798 -3.255 -3.599 0.055
H 2.996 -4.811 -1.448 0.084
H 1.586 -3.884 -0.716 0.047
H 3.241 -3.514 -0.173 0.065
H 4.630 -3.314 -3.733 0.082
H 5.135 -2.935 -2.016 0.073
H 4.764 -1.584 -3.144 0.067
C 2.134 0.743 -2.397 -0.312
C 2.927 1.878 -2.509 -0.011
C 2.901 2.652 -3.681 -0.030
C 1.958 2.331 -4.684 -0.049
C 1.038 1.274 -4.496 -0.075
C 1.121 0.450 -3.369 -0.060
O 2.332 -0.113 -1.307 -0.060
H 1.993 -1.017 -1.455 -0.020
H 3.611 2.103 -1.710 0.120
H 3.581 3.481 -3.813 0.119
H 1.935 2.891 -5.634 0.126
H 0.196 1.133 -5.205 0.125
H 0.393 -0.349 -3.131 0.103
C -0.935 4.347 4.448 0.015
N -1.546 3.431 3.469 -0.102
C -2.637 2.553 3.900 0.006
C -1.052 3.291 2.245 -0.392
C 0.151 4.054 1.832 0.035
O -1.638 2.419 1.459 -0.272
H -0.948 5.381 4.104 0.111
H 0.092 4.064 4.705 0.111
H -1.552 4.269 5.365 0.111
H -3.489 2.667 3.232 0.101
H -2.312 1.509 3.917 0.083
H -2.908 2.874 4.908 0.107
H 1.006 3.780 2.459 0.110
H 0.380 3.839 0.787 0.097
H -0.029 5.128 1.959 0.115
```

***

Computed, not measured: an isolated molecule of C21H24F2N4O2, with wB97M-V/def2-TZVPD.

The SMILES is O=C(CCN1CCN(CC(=O)Nc2ccccc2F)CC1)Nc1ccccc1F. The total energy is -1383.89773 Eh. The molar mass comes out at 402.44 g/mol. The calculation puts the orbital gap at 8.7 eV. Its HOMO energy is -8.136 eV.

```
53
Properties=species:S:1:pos:R:3:lowdin_charge:R:1
O -0.071 -1.490 4.608 0.070
C -0.207 -0.725 3.678 -0.463
N 0.490 -0.769 2.511 0.148
C 1.452 -1.681 2.103 -0.150
C 2.025 -2.645 2.930 -0.004
C 2.995 -3.500 2.439 -0.087
C 3.419 -3.418 1.124 -0.092
C 2.863 -2.468 0.281 -0.012
C 1.897 -1.623 0.779 -0.191
F 1.345 -0.693 -0.049 0.061
H 3.164 -2.372 -0.750 0.099
H 4.177 -4.087 0.750 0.100
H 3.426 -4.239 3.097 0.102
H 1.694 -2.712 3.953 0.102
H 0.133 -0.128 1.792 0.109
C -1.185 0.443 3.707 -0.072
C -2.125 0.489 2.491 -0.173
N -1.382 0.739 1.264 -0.210
C -1.139 2.145 0.967 -0.138
C -2.350 2.842 0.326 -0.147
N -2.875 2.150 -0.837 -0.159
C -2.305 2.512 -2.118 -0.100
C -0.809 2.224 -2.296 -0.444
O 0.047 3.024 -1.988 0.072
N -0.556 0.983 -2.804 0.141
C 0.671 0.334 -2.948 -0.168
C 1.907 0.932 -2.726 -0.005
C 3.070 0.198 -2.879 -0.078
C 3.029 -1.133 -3.255 -0.103
C 1.808 -1.749 -3.480 -0.015
C 0.657 -1.011 -3.322 -0.211
F -0.550 -1.603 -3.536 0.056
H 1.738 -2.786 -3.768 0.121
H 3.942 -1.696 -3.375 0.106
H 4.020 0.677 -2.699 0.107
H 1.942 1.966 -2.427 0.105
H -1.355 0.406 -3.033 0.137
H -2.885 2.006 -2.896 0.124
H -2.438 3.592 -2.233 0.131
C -3.080 0.742 -0.558 -0.150
C -1.863 0.051 0.076 -0.156
H -1.029 0.027 -0.629 0.097
H -2.114 -0.980 0.336 0.129
H -3.922 0.681 0.143 0.123
H -3.372 0.229 -1.476 0.120
H -3.167 2.900 1.056 0.117
H -2.074 3.857 0.040 0.126
H -0.285 2.194 0.286 0.115
H -0.867 2.663 1.888 0.123
H -2.896 1.251 2.675 0.118
H -2.629 -0.477 2.405 0.130
H -0.604 1.367 3.758 0.117
H -1.776 0.360 4.620 0.121
```

***

Computed, not measured: C34H38Cl4N5O9RbS3 as an isolated structure, with wB97M-V/def2-TZVPD.

The total energy is -5328.96988 Eh. The molar mass comes out at 984.19 g/mol. The calculation puts the orbital gap at 7.0 eV. The net charge is -2. Its HOMO energy is -4.005 eV.

```
94
Properties=species:S:1:pos:R:3:lowdin_charge:R:1
Rb -0.473 0.876 -0.896 0.960
Cl 3.158 -2.061 0.319 0.521
C 2.327 -1.372 1.729 -0.960
Cl 1.432 0.117 1.369 0.560
H 3.086 -1.134 2.465 0.020
H 1.602 -2.097 2.088 -0.024
Cl -3.577 1.910 -1.204 0.556
C -3.502 1.831 -2.967 -0.990
Cl -5.076 2.176 -3.717 0.479
H -3.173 0.832 -3.246 -0.002
H -2.797 2.584 -3.301 0.030
S 6.223 1.398 -4.292 0.960
C 4.756 1.101 -3.298 -0.513
C 3.668 0.435 -3.842 -0.069
C 2.596 0.161 -3.006 -0.116
N 2.561 0.520 -1.727 0.033
C 3.581 1.208 -1.239 -0.174
C 4.716 1.513 -1.979 -0.073
C 6.835 -0.285 -4.277 -0.522
C 6.634 -1.130 -5.358 -0.087
C 7.116 -2.429 -5.277 -0.153
N 7.769 -2.909 -4.223 0.050
C 7.956 -2.087 -3.193 -0.147
C 7.515 -0.772 -3.171 -0.077
H 3.658 0.136 -4.881 0.103
H 1.730 -0.380 -3.376 0.120
H 3.490 1.524 -0.206 0.096
H 5.538 2.062 -1.541 0.104
H 6.112 -0.784 -6.240 0.101
H 6.968 -3.122 -6.099 0.101
H 8.486 -2.503 -2.344 0.103
H 7.683 -0.142 -2.308 0.105
C -3.007 -0.571 2.055 -0.049
C -2.252 0.544 2.749 -0.282
O -2.343 1.718 1.964 -0.193
C -1.585 2.796 2.469 -0.284
C -1.848 4.008 1.601 -0.060
H -3.016 -1.462 2.685 0.070
H -2.530 -0.826 1.107 0.055
H -4.037 -0.263 1.866 0.081
H -1.199 0.262 2.881 0.097
H -2.677 0.739 3.745 0.118
H -0.516 2.546 2.455 0.107
H -1.877 2.996 3.511 0.117
H -1.491 3.829 0.587 0.048
H -1.329 4.882 1.997 0.075
H -2.919 4.214 1.561 0.080
C -3.397 -2.095 -1.831 -0.011
C -2.047 -1.363 -1.857 -0.825
O -1.797 -0.676 -2.883 -0.158
O -1.307 -1.471 -0.853 -0.254
H -3.558 -2.597 -2.785 0.068
H -4.192 -1.358 -1.696 0.068
H -3.430 -2.810 -1.010 0.060
C 0.520 9.436 0.637 -0.065
C 0.645 7.987 0.240 -0.289
C 1.265 7.061 1.071 -0.049
C 1.356 5.724 0.703 -0.057
C 0.831 5.305 -0.506 -0.260
C 0.215 6.218 -1.350 -0.047
C 0.124 7.548 -0.976 -0.048
S 0.953 3.583 -0.988 0.364
O -0.313 3.279 -1.647 -0.522
O 2.100 3.532 -1.877 -0.312
O 1.131 2.856 0.266 -0.473
H 0.986 9.621 1.604 0.067
H -0.530 9.730 0.706 0.076
H 0.995 10.083 -0.103 0.074
H 1.673 7.387 2.022 0.104
H 1.815 4.990 1.352 0.113
H -0.200 5.868 -2.286 0.116
H -0.366 8.262 -1.629 0.109
O -5.021 -9.098 5.526 -0.379
S -5.383 -7.693 5.403 0.388
O -4.653 -6.801 6.282 -0.379
O -6.811 -7.433 5.322 -0.377
C -4.793 -7.281 3.723 -0.347
N -5.330 -7.962 2.710 0.113
C -4.886 -7.657 1.502 -0.132
C -3.914 -6.696 1.271 -0.007
C -3.406 -6.050 2.390 -0.215
N -3.858 -6.348 3.609 0.159
C -2.322 -5.030 2.320 -0.141
C -1.929 -4.368 3.482 -0.007
C -0.872 -3.480 3.410 -0.140
N -0.189 -3.232 2.291 0.053
C -0.583 -3.839 1.177 -0.125
C -1.643 -4.734 1.144 -0.005
H -5.323 -8.210 0.675 0.102
H -3.584 -6.467 0.269 0.094
H -2.449 -4.574 4.408 0.114
H -0.538 -2.946 4.294 0.106
H -0.037 -3.594 0.274 0.104
H -1.916 -5.193 0.204 0.101
```